Computed, not measured: a structure of composition C36H44ClGaN2PSeSi2Te, with ωB97M-V/def2-TZVPD.

Each line ends with the Löwdin charge.
Atoms and positions in Å:
Ga: 0.465 0.072 -1.066  0.41
C: -0.365 0.090 3.384  -0.03
C: 0.849 0.452 3.944  -0.03
C: 1.946 0.631 3.120  0.01
C: 1.796 0.452 1.752  -0.24
N: 0.616 0.130 1.218  -0.03
C: -0.436 -0.059 2.010  -0.16
C: 2.907 0.632 0.785  -0.21
C: 4.224 0.832 1.165  0.02
C: 5.181 1.044 0.184  -0.03
C: 4.801 1.054 -1.146  -0.03
C: 3.472 0.818 -1.449  -0.12
N: 2.556 0.606 -0.508  -0.02
H: -1.243 -0.073 3.992  0.12
H: 0.944 0.592 5.012  0.12
H: 2.900 0.917 3.536  0.12
H: -1.357 -0.347 1.521  0.07
H: 4.507 0.824 2.207  0.11
H: 6.213 1.207 0.462  0.12
H: 5.516 1.224 -1.938  0.12
H: 3.121 0.784 -2.473  0.12
Cl: -1.851 -2.443 -0.451  0.64
C: -1.075 -4.010 -0.480  -0.63
C: -1.913 -5.116 -0.546  -0.11
C: -1.364 -6.385 -0.569  -0.06
C: 0.015 -6.547 -0.525  -0.06
C: 0.831 -5.435 -0.460  -0.08
C: 0.307 -4.138 -0.439  -0.38
P: 1.452 -2.706 -0.350  1.02
C: 2.508 -3.184 1.068  -0.35
C: 3.697 -3.904 0.972  -0.09
C: 4.411 -4.237 2.114  -0.07
C: 3.943 -3.863 3.365  -0.07
C: 2.754 -3.156 3.474  -0.07
C: 2.044 -2.816 2.332  -0.10
C: 2.519 -2.967 -1.802  -0.38
C: 2.059 -3.582 -2.963  -0.08
C: 2.860 -3.632 -4.096  -0.07
C: 4.126 -3.068 -4.084  -0.08
C: 4.591 -2.445 -2.933  -0.08
C: 3.791 -2.389 -1.803  -0.13
H: -2.983 -4.971 -0.577  0.11
H: -2.015 -7.247 -0.620  0.11
H: 0.450 -7.537 -0.541  0.11
H: 1.905 -5.564 -0.425  0.11
H: 4.073 -4.206 0.002  0.10
H: 5.332 -4.798 2.025  0.11
H: 4.498 -4.130 4.254  0.11
H: 2.376 -2.872 4.448  0.11
H: 1.110 -2.275 2.424  0.09
H: 1.074 -4.032 -2.987  0.11
H: 2.491 -4.118 -4.989  0.11
H: 4.750 -3.115 -4.966  0.11
H: 5.582 -2.009 -2.913  0.11
H: 4.166 -1.908 -0.906  0.10
C: -5.783 1.946 -1.284  -0.19
Si: -4.562 2.305 -2.654  0.39
C: -5.343 3.348 -3.984  -0.17
C: -3.872 0.716 -3.344  -0.18
C: -3.111 3.278 -1.920  -0.51
Te: -2.215 2.279 -0.275  1.06
C: -3.258 3.379 1.216  -0.52
Si: -2.497 4.965 1.934  0.39
C: -3.841 5.721 2.986  -0.18
C: -2.039 6.117 0.545  -0.19
C: -1.044 4.493 3.002  -0.19
H: -6.632 1.382 -1.672  0.04
H: -6.176 2.864 -0.841  0.04
H: -5.339 1.346 -0.485  0.02
H: -6.182 2.820 -4.443  0.04
H: -4.628 3.584 -4.773  0.04
H: -5.722 4.288 -3.582  0.04
H: -4.665 0.111 -3.786  0.04
H: -3.387 0.110 -2.573  0.01
H: -3.133 0.914 -4.123  0.04
H: -3.378 4.272 -1.555  0.02
H: -2.295 3.392 -2.634  0.02
H: -3.451 2.662 2.018  0.02
H: -4.219 3.597 0.742  0.01
H: -4.719 5.977 2.390  0.04
H: -3.486 6.638 3.460  0.04
H: -4.159 5.041 3.778  0.03
H: -2.920 6.387 -0.042  0.04
H: -1.296 5.674 -0.120  -0.02
H: -1.620 7.042 0.946  0.04
H: -1.370 3.862 3.833  0.03
H: -0.584 5.387 3.429  0.04
H: -0.284 3.959 2.430  -0.02
Se: 0.083 3.060 -0.388  0.01

Properties
**Relative energy (zero: lowest compared OMol25 entry of this formula, charge and spin)**: 15.8 kcal/mol
**Gap between HOMO and LUMO**: 6.629 eV
**Charge**: +1